Entry 1:
The following is a quantum chemistry calculation of a single C4H8N2S2 molecule, from the OMol25 dataset.

Each line ends with the Löwdin charge.
Geometry (Å):
H -0.23 -0.96 1.97  0.057
N -0.41 -1.85 1.41  0.041
C -0.62 -1.86 0.13  -0.270
N -0.66 -0.65 -0.73  -0.073
C -1.11 0.61 -0.07  -0.313
C -0.20 1.77 -0.04  -0.388
S 1.53 1.39 0.79  0.781
C 2.19 0.16 -0.31  -1.056
S 3.49 -0.85 -0.02  0.528
H -0.34 -2.96 -0.29  0.155
H -1.22 -0.91 -1.63  0.150
H -1.35 0.18 0.92  0.086
H -2.15 1.06 -0.36  0.152
H 0.31 2.06 -1.03  0.093
H -0.55 2.67 0.35  0.044
H 1.32 0.15 -1.08  0.014

* SMILES string: [H]/N=C\NCCSC=S
* HOMO-LUMO gap: 0.306 Eh
* energy relative to the best compared isomer or geometry (same formula, charge and spin): 69.2 kcal/mol
* HOMO: -8.5354 eV
* DFT total energy: -1062.98548 hartree
* spin multiplicity: 1

---

Entry 2:
The following is a quantum chemistry calculation of a single C4H8N2Si2 molecule, from the OMol25 dataset.

Each line ends with the Löwdin charge.
Geometry (Å):
C 1.58 -0.29 0.98  -0.163
C 0.64 -1.41 1.00  -0.170
C 1.22 0.87 0.46  -0.226
C -1.11 -0.59 -0.40  -0.679
N -0.54 -1.48 0.53  0.005
N -0.97 0.63 -0.51  0.176
Si 1.68 2.59 0.08  0.585
Si -2.62 -1.58 -1.10  0.678
H 2.50 -0.21 1.55  0.099
H 0.84 -2.34 1.64  0.133
H 2.81 2.36 -1.11  -0.024
H 2.27 3.32 1.20  -0.099
H 0.41 3.21 -0.30  -0.086
H -3.54 -1.90 0.05  -0.066
H -2.10 -2.66 -1.89  -0.102
H -3.06 -0.53 -2.18  -0.061

* HOMO-LUMO gap (spin up / spin down): 0.302 / 0.314 Eh
* energy relative to the best compared isomer or geometry (same formula, charge and spin): 79.0 kcal/mol
* HOMO (spin up / spin down): -8.5605 / -8.8167 eV
* DFT total energy: -845.48196 hartree
* spin multiplicity: 1

---

Entry 3:
The following is a quantum chemistry calculation of 2 unconnected molecules or ions with the total composition C4H8N3, from the OMol25 dataset.

Each line ends with the Löwdin charge.
Geometry (Å):
C 2.52 0.44 -0.19  -0.148
C 1.64 -0.59 0.06  -0.018
C -0.33 1.30 -0.83  -0.090
C -0.81 -0.08 1.15  -0.116
N 2.90 1.53 -0.24  0.269
N -0.30 0.13 -0.11  -0.046
N 1.69 -1.89 0.03  0.239
H 0.66 1.73 -0.74  0.081
H -0.63 1.16 -1.89  0.126
H -1.01 1.98 -0.51  0.081
H -0.49 -0.92 1.69  0.088
H -0.66 0.81 1.74  0.106
H -1.81 -0.24 1.13  0.089
H 2.52 -2.52 -0.01  0.184
H 0.81 -2.39 0.16  0.156

* HOMO-LUMO gap (spin up / spin down): 0.275 / 0.275 Eh
* energy relative to the best compared isomer or geometry (same formula, charge and spin): 163.1 kcal/mol
* HOMO (spin up / spin down): -13.8262 / -13.8223 eV
* DFT total energy: -321.03141 hartree
* net charge: +1
* spin multiplicity: 1

---

Entry 4:
The following is a quantum chemistry calculation of a gas-phase ion, C4H8N3 (charge +1), from the OMol25 dataset.

Each line ends with the Löwdin charge.
Geometry (Å):
C -1.33 -0.46 0.64  -0.052
C 1.36 -0.01 0.01  -0.130
C 0.74 -1.26 -0.41  -0.139
C -0.37 1.46 -0.65  -0.025
N 2.27 0.52 0.58  0.201
N -0.61 -1.45 0.08  0.054
N -1.14 0.84 0.31  -0.027
H -2.11 -0.71 1.41  0.181
H 0.70 -1.25 -1.56  0.173
H 1.37 -2.10 -0.14  0.143
H -0.13 2.49 -0.27  0.107
H -0.62 1.39 -1.66  0.063
H 2.42 1.59 0.71  0.163
H -0.87 -2.41 0.00  0.151
H -1.67 1.37 0.95  0.139

* HOMO-LUMO gap: 0.294 Eh
* energy relative to the best compared isomer or geometry (same formula, charge and spin): 116.6 kcal/mol
* HOMO: -12.1011 eV
* DFT total energy: -321.10555 hartree
* net charge: +1
* spin multiplicity: 1

---

Entry 5:
The following is a quantum chemistry calculation of a molecular structure, C4H8N3, from the OMol25 dataset.

Each line ends with the Löwdin charge.
Geometry (Å):
C -0.08 -0.60 0.19  -0.218
C -0.54 1.27 -0.25  0.013
C -0.35 -0.36 2.13  -0.048
C 0.67 -0.03 -2.20  -0.010
N -0.84 0.30 0.88  0.045
N 0.18 0.17 -0.88  -0.063
N 0.35 -1.32 1.28  0.162
H -1.55 1.54 -0.62  0.149
H 0.06 2.15 0.16  0.171
H 0.40 0.19 2.63  0.126
H -1.30 -0.85 2.68  0.191
H 1.70 0.36 -2.37  0.107
H 0.64 -1.13 -2.34  0.114
H -0.16 0.42 -2.84  0.130
H 0.81 -2.12 1.57  0.130

* HOMO-LUMO gap: 0.394 Eh
* energy relative to the best compared isomer or geometry (same formula, charge and spin): 124.9 kcal/mol
* HOMO: -14.5362 eV
* DFT total energy: -321.09226 hartree
* net charge: +1
* spin multiplicity: 1

---

Entry 6:
The following is a quantum chemistry calculation of a gas-phase ion, C4H8N3 (charge +1), from the OMol25 dataset.

Each line ends with the Löwdin charge.
Geometry (Å):
C -0.93 0.39 1.27  0.018
C -0.09 0.27 0.00  -0.493
C -0.93 0.39 -1.27  0.020
N 0.99 1.14 0.00  0.142
N 2.10 0.59 0.00  0.123
C 1.94 -0.80 0.00  -0.007
N 0.70 -1.12 0.00  0.232
H -1.69 -0.39 1.29  0.102
H -1.43 1.36 1.25  0.110
H -0.32 0.33 2.16  0.101
H -0.33 0.19 -2.16  0.100
H -1.29 1.41 -1.34  0.109
H -1.77 -0.29 -1.22  0.101
H 2.79 -1.45 0.00  0.159
H 0.27 -2.04 0.00  0.185

* SMILES string: CC1(C)N=NC=[NH+]1
* HOMO-LUMO gap: 0.339 Eh
* energy relative to the best compared isomer or geometry (same formula, charge and spin): 77.2 kcal/mol
* HOMO: -15.4878 eV
* DFT total energy: -321.16827 hartree
* net charge: +1
* spin multiplicity: 1

---

Entry 7:
The following is a quantum chemistry calculation of 2 unconnected molecules or ions with the total composition C4H8N3, from the OMol25 dataset.

Each line ends with the Löwdin charge.
Geometry (Å):
C -0.05 -1.80 -2.26  -0.052
C 1.51 -0.99 -1.15  -0.047
C -0.55 1.87 0.59  0.153
C 0.15 -0.62 0.94  0.078
N 1.23 -1.46 -2.34  0.142
N -0.55 -1.45 -1.05  0.143
N 0.44 -1.02 -0.26  -0.109
H -0.58 -2.37 -2.98  0.140
H 2.54 -0.51 -0.90  0.192
H 0.09 2.22 -0.11  -0.026
H -0.41 2.37 1.56  0.044
H -1.48 1.60 0.20  -0.007
H -0.66 -0.98 1.39  0.060
H 0.93 -0.23 1.53  0.096
H -1.51 -1.49 -0.73  0.194

* HOMO-LUMO gap (spin up / spin down): 0.306 / 0.282 Eh
* energy relative to the best compared isomer or geometry (same formula, charge and spin): 147.6 kcal/mol
* HOMO (spin up / spin down): -12.9976 / -13.2249 eV
* DFT total energy: -321.05614 hartree
* net charge: +1
* spin multiplicity: 1

---

Entry 8:
The following is a quantum chemistry calculation of a gas-phase ion, C4H8N3 (charge +1), from the OMol25 dataset.

Each line ends with the Löwdin charge.
Geometry (Å):
C 2.24 -0.30 -0.04  0.032
C 0.83 -0.26 0.16  -0.416
N 0.12 -1.33 0.12  0.180
N -1.33 -0.88 0.45  0.052
C -2.00 -0.10 -0.66  0.065
C -1.31 0.55 0.46  -0.196
N 0.06 0.84 0.28  0.151
H 2.36 -0.77 -1.03  0.128
H 2.43 -1.13 0.59  0.092
H 2.93 0.47 0.24  0.105
H -1.57 -1.59 1.11  0.190
H -3.09 -0.30 -0.73  0.152
H -1.58 -0.33 -1.59  0.121
H -2.02 1.04 1.14  0.184
H 0.38 1.77 0.27  0.160

* SMILES string: CC1=N[N@@H+]2C[C@@H]2N1
* HOMO-LUMO gap: 0.414 Eh
* energy relative to the best compared isomer or geometry (same formula, charge and spin): 98.0 kcal/mol
* HOMO: -14.2170 eV
* DFT total energy: -321.13520 hartree
* net charge: +1
* spin multiplicity: 1